Molecular formula: C4H13N2O2
Method: DFT, ωB97M-V with the def2-TZVPD basis set

Structure (XYZ):
```
21
Properties=species:S:1:pos:R:3:forces:R:3:nbo_charge:R:1
C -1.5472 1.6952 -0.1387 -1.59 0.13 -0.06 -0.69
C -1.2261 0.2063 -0.0963 2.01 1.07 -1.56 -0.11
C 0.2916 0.0279 -0.0106 0.59 0.16 2.11 -0.57
C 0.7403 -1.4088 -0.1765 -0.19 -0.50 -2.24 0.67
N 2.0268 -1.7687 0.0278 1.14 0.79 0.51 -0.80
O -0.0185 -2.2209 -0.6989 -0.22 -0.18 0.72 -0.66
N -1.6710 -0.2605 -1.4567 -1.63 -0.86 0.49 -1.05
H -2.6155 1.7933 -0.3787 -0.10 -0.02 0.62 0.22
H -1.1660 2.2285 -1.0042 0.89 -0.22 -0.02 0.22
H -1.3299 2.2385 0.7729 0.13 -0.02 0.24 0.22
H -1.6666 -0.3266 0.7310 -0.58 -0.21 -0.25 0.23
H 0.8726 0.7604 -0.5735 -0.21 -0.43 -0.88 0.25
H 0.6445 0.3734 0.9858 -0.71 -0.44 -0.35 0.28
H 2.7312 -1.0687 0.1814 -0.23 0.26 0.32 0.38
H 2.4289 -2.5977 -0.3765 -0.73 -0.28 -0.11 0.41
H -1.3085 0.3742 -2.2025 0.02 -0.02 -0.23 0.29
H -2.7393 -0.3106 -1.5094 0.10 0.63 -0.07 0.25
H -1.4666 -1.2405 -1.6870 0.85 0.00 0.27 0.45
H 1.8417 0.5992 3.1219 -0.22 -0.10 0.02 0.48
H 3.0488 0.6004 2.2390 -0.03 -0.08 -0.14 0.48
O 2.1286 0.3055 2.2496 0.71 0.33 0.61 -0.95
```
Positions in Å, forces in eV/Å.

Output
<S²>: 0.75
Lowest unoccupied orbital energy (spin up / spin down), eV: 0.10 / -0.01
Multiplicity: 2

---

Molecular formula: C4H13N2O2
Method: DFT, ωB97M-V with the def2-TZVPD basis set

Structure (XYZ):
```
21
Properties=species:S:1:pos:R:3:forces:R:3:nbo_charge:R:1
O -0.9281 2.1316 0.6593 0.12 -2.10 0.88 -0.61
C -0.2849 1.1769 1.1450 0.03 2.75 1.24 0.63
N 0.0491 1.1008 2.4799 0.62 -2.20 -1.44 -0.58
C 0.8739 0.0147 3.1689 2.53 1.55 -5.36 -0.39
C 0.3742 0.3091 0.1030 3.49 -0.36 0.64 -0.33
N -0.5956 0.0295 -0.9604 0.17 1.62 -0.17 -0.52
C -0.8476 -1.3662 -1.0136 2.69 -3.85 -0.73 -0.43
H -0.5377 1.5865 3.1284 -0.25 0.71 -0.08 0.42
H 1.3722 -0.7300 2.3869 -1.26 1.65 1.50 0.19
H 1.7308 0.5232 3.5955 -0.25 -0.24 0.77 0.23
H 0.2315 -0.5220 3.7153 -1.85 -1.93 2.72 0.21
H 1.1289 0.9778 -0.3550 -0.23 -0.19 0.45 0.27
H 1.0194 -0.6204 0.4502 -1.88 1.81 -0.87 0.25
H -0.2584 0.4176 -1.8552 -0.17 -0.33 -0.11 0.48
H -1.4198 0.5843 -0.7283 -0.30 0.37 0.06 0.47
H -1.8495 -1.6580 -1.1104 -1.50 0.03 -0.10 0.24
H -0.4074 -1.7744 -0.0329 -1.02 -0.04 -1.89 0.23
H -0.2912 -1.8162 -1.9542 -0.98 0.76 2.18 0.24
H 0.7034 -0.7022 -3.9794 1.72 -2.53 -1.02 0.48
H -0.2413 0.2962 -4.8738 1.50 -1.19 2.37 0.52
O 0.1781 0.0411 -3.9693 -3.20 3.71 -1.06 -0.99
```
Positions in Å, forces in eV/Å.

Output
Net charge: +1
Lowest unoccupied orbital energy, eV: -3.12

---

Molecular formula: C4H13N2O2
Method: DFT, ωB97M-V with the def2-TZVPD basis set

Structure (XYZ):
```
21
Properties=species:S:1:pos:R:3:forces:R:3:nbo_charge:R:1
N -1.9712 0.4203 1.1061 1.14 -1.69 5.37 -0.49
C -0.6984 -0.1695 1.1208 -0.77 0.46 -2.04 -0.30
C 0.1028 0.7455 0.1986 -0.82 2.14 0.82 0.00
N -0.0309 0.4735 -1.1547 0.77 -2.15 0.25 -0.41
C 0.8978 -0.2764 -1.7873 -1.28 -0.26 -0.22 0.01
C 2.0078 -0.6522 -1.0978 1.47 0.03 0.45 -0.28
O 1.7520 -1.0032 1.5137 -0.51 0.45 0.11 -1.00
H -2.6613 -0.1255 1.6169 0.09 -0.26 0.35 0.39
H 2.0757 -1.7139 2.0755 0.21 -0.09 0.02 0.48
H -0.7208 -1.1684 0.6128 0.14 -0.19 0.96 0.27
H 2.0716 0.9543 0.6082 0.22 -0.79 -0.17 0.46
H -0.2279 -0.2395 2.1193 0.38 -0.15 -0.09 0.36
H -0.1718 1.7888 0.4277 -0.09 -0.20 -0.08 0.27
H 1.2631 0.6587 0.4373 -0.25 0.13 0.44 -0.04
H -1.0922 0.5061 -1.4145 0.07 0.66 -0.44 0.49
H 0.5843 -0.7362 -2.7238 0.35 0.78 -0.30 0.25
H 1.9020 -0.7898 0.0160 0.93 -0.18 -0.20 0.29
H 2.9332 -0.9824 -1.5530 -0.34 -0.39 -0.32 0.24
H -3.2827 0.8499 -1.2552 -0.12 -0.18 -0.32 0.52
H -2.3620 0.6744 0.0891 -0.49 1.27 -0.27 0.40
O -2.3710 0.7854 -0.9557 -1.10 0.59 -4.31 -0.91
```
Positions in Å, forces in eV/Å.

Output
Net charge: +1
Lowest unoccupied orbital energy, eV: -8.39

---

Molecular formula: C4H13N2O4
Method: DFT, ωB97M-V with the def2-TZVPD basis set

Structure (XYZ):
```
23
Properties=species:S:1:pos:R:3:forces:R:3:nbo_charge:R:1
C -1.7734 -0.2209 0.1836 1.14 0.91 -0.10 -0.24
N -2.2064 -1.5775 0.5112 -0.77 -0.88 -2.03 -0.84
C -0.3262 -0.1256 -0.5157 -2.15 0.18 -0.26 -0.05
C -0.5404 0.3076 -1.9937 0.24 -0.73 0.57 -0.62
N 0.5146 0.7907 0.1611 0.65 -0.70 0.09 -0.75
C 1.4853 0.4351 1.1948 -1.56 1.95 -1.70 0.90
O 1.8116 1.4628 1.8383 0.85 -0.73 0.50 -0.82
O 1.8273 -0.7563 1.2155 0.35 -0.28 0.76 -0.81
H -1.5428 0.3392 1.0950 -0.63 -0.28 0.25 0.20
H -2.5347 0.3615 -0.3728 0.18 -0.52 0.19 0.16
H -2.3674 -2.1464 -0.3877 0.19 1.29 1.58 0.33
H -1.3940 -2.0347 0.8858 0.36 -0.31 0.48 0.36
H -0.0237 -1.1763 -0.3749 0.75 0.54 -0.62 0.20
H -0.7900 1.3746 -2.1094 -0.43 -0.37 0.42 0.20
H -1.3112 -0.3594 -2.4295 0.39 0.56 -0.15 0.19
H 0.4028 0.2315 -2.5123 0.31 -0.40 -0.45 0.20
H 0.3982 1.7690 -0.0650 0.11 -0.17 0.36 0.40
H 1.0271 -3.5092 1.6257 0.10 0.30 0.06 0.46
H 1.4782 -2.4019 0.6374 0.16 0.25 0.56 0.52
O 1.3677 -3.3669 0.7407 -0.22 -0.61 -0.51 -1.00
H 1.2178 3.6349 0.8866 -0.96 -0.09 0.10 0.49
H 2.0959 3.3154 -0.1287 -0.23 -0.20 -0.90 0.47
O 1.1838 3.6530 -0.0860 1.18 0.29 0.81 -0.95
```
Positions in Å, forces in eV/Å.

Output
Net charge: -1
Lowest unoccupied orbital energy, eV: 3.65

---

no.,electronic energy (eV)
1,-11431.0537
2,-11426.3439
3,-11414.2907
4,-15531.1646